ORCA calculation (the ωB97M-V functional and the def2-TZVPD basis) on the molecule C5H9NO.

Last column: natural (NBO) charge in e.
Cartesian coordinates (Å):
C1 0.83583 -1.50467 0.18845  -0.648
C2 -0.17451 -0.56616 0.82951  0.091
O1 0.42021 0.48200 1.58159  -0.721
C3 -1.01164 0.22496 -0.18279  -0.334
C4 -0.05556 1.71339 -0.32485  -0.562
C5 -1.10847 -0.34173 -1.54152  0.274
N1 -1.08038 -0.66057 -2.65586  -0.329
H1 0.35317 -2.40852 -0.19859  0.234
H2 1.57869 -1.80602 0.93369  0.218
H3 1.34965 -1.01922 -0.65006  0.217
H4 -0.77130 -1.09101 1.58063  0.188
H5 1.37570 0.45757 1.53734  0.472
H6 -2.05968 0.33862 0.18232  0.252
H7 -0.82582 2.46531 -0.30126  0.213
H8 0.40895 1.55671 -1.28833  0.204
H9 0.76517 2.15933 0.30971  0.231

Electronic energy ... -8866.3392 eV
Orbital gap ... 11.1 eV
Relative energy (zero: lowest compared OMol25 entry of this formula, charge and spin) ... 66.26 kcal per mole